Entry from OMol25: a cluster of 24 separate species, C124H164Br7F12N26O12S4 in total in a non-equilibrium geometry (ωB97M-V/def2-TZVPD).

Properties
Total charge: +9
Kohn-Sham gap, eV: 4.31
Lowest unoccupied orbital energy, eV: -12.54
Largest force on an atom, eV/A: 5.4
Calculated total energy, hartree: -27956.0273

Last column: Mulliken charge in e.
Element x y z (Å)
C  21.125  10.237  32.963  -0.818
N  21.683  11.020  31.828  0.018
C  21.675  10.498  30.584  -0.212
C  22.056  11.219  29.458  -0.932
C  22.538  12.530  29.686  0.508
C  22.553  13.013  31.052  -0.884
C  22.104  12.237  32.067  -0.637
C  22.624  13.524  28.580  1.019
C  21.614  13.490  27.600  -0.718
C  21.706  14.459  26.609  -0.485
N  22.741  15.286  26.510  0.237
C  23.659  15.440  27.530  -0.076
C  23.549  14.544  28.613  -0.330
C  22.810  16.199  25.389  -0.916
H  20.243  10.748  33.304  0.372
H  21.864  10.222  33.748  0.365
H  20.900  9.205  32.622  0.271
H  21.186  9.585  30.556  0.446
H  21.874  10.816  28.484  0.636
H  22.867  13.991  31.234  1.067
H  22.227  12.656  33.028  0.586
H  20.817  12.797  27.667  0.663
H  20.925  14.508  25.825  0.433
H  24.416  16.221  27.442  -0.114
H  24.185  14.704  29.494  0.440
H  23.759  16.739  25.371  0.291
H  22.120  17.040  25.435  0.336
H  22.625  15.653  24.485  0.411
C  34.734  19.288  30.905  -1.014
N  33.959  18.229  30.262  0.326
C  33.169  18.561  29.197  0.770
C  32.591  17.591  28.461  -0.909
C  32.720  16.210  28.865  0.784
C  33.472  15.953  30.013  -0.480
C  34.122  17.000  30.641  -0.551
C  31.955  15.238  28.076  1.250
C  30.612  15.379  27.878  -1.282
C  29.957  14.358  27.193  -0.088
N  30.594  13.305  26.748  0.120
C  31.924  13.106  26.980  -0.580
C  32.600  14.052  27.748  -1.031
C  29.778  12.224  26.088  -1.014
H  34.443  19.314  31.953  0.356
H  34.361  20.203  30.459  0.220
H  35.737  19.157  30.665  0.369
H  33.184  19.580  28.857  -0.720
H  32.230  18.017  27.527  0.534
H  33.669  14.954  30.302  0.694
H  34.728  16.828  31.506  0.482
H  30.000  16.148  28.330  0.636
H  28.875  14.294  27.129  0.531
H  32.361  12.196  26.591  0.487
H  33.665  13.974  27.768  0.611
H  29.491  11.496  26.828  0.351
H  30.385  11.714  25.358  0.396
H  28.960  12.722  25.536  0.386
C  29.601  30.372  9.343  -0.767
N  29.486  29.624  10.631  0.073
C  29.560  30.196  11.845  -0.240
C  29.379  29.462  13.033  -0.610
C  29.196  28.114  12.978  0.710
C  29.237  27.492  11.691  -0.736
C  29.405  28.276  10.536  -0.189
C  29.051  27.261  14.179  0.893
C  28.175  27.635  15.177  -0.797
C  27.951  26.927  16.325  -0.368
N  28.680  25.822  16.434  0.087
C  29.547  25.379  15.527  -0.015
C  29.794  26.101  14.371  -0.868
C  28.557  25.011  17.691  -0.635
H  29.293  29.640  8.552  0.237
H  30.607  30.741  9.147  0.359
H  28.945  31.261  9.296  0.370
H  29.555  31.321  11.820  0.384
H  29.481  30.059  13.923  0.475
H  29.011  26.418  11.541  0.433
H  29.375  27.829  9.592  0.407
H  27.521  28.499  15.108  0.481
H  27.383  27.102  17.215  0.396
H  30.042  24.426  15.694  0.388
H  30.375  25.644  13.629  0.532
H  29.209  25.497  18.430  0.284
H  28.801  23.978  17.465  0.342
H  27.510  25.118  17.966  0.067
C  23.019  28.493  29.279  -0.800
N  22.775  27.021  29.204  0.411
C  23.348  26.173  30.061  -0.576
C  23.193  24.810  29.960  -0.416
C  22.463  24.277  28.949  1.601
C  21.801  25.147  28.035  -0.779
C  21.959  26.520  28.224  -0.654
C  22.264  22.830  28.792  1.222
C  21.085  22.415  28.249  -0.707
C  20.882  21.045  28.242  -0.034
N  21.865  20.208  28.752  0.262
C  22.957  20.620  29.265  -0.852
C  23.178  21.970  29.329  -0.340
C  21.608  18.703  28.707  -0.272
H  24.028  28.679  28.873  0.237
H  23.021  28.722  30.347  0.357
H  22.248  28.996  28.668  0.262
H  24.002  26.609  30.802  0.493
H  23.653  24.178  30.737  0.449
H  21.236  24.837  27.170  -0.272
H  21.498  27.221  27.566  0.371
H  20.450  23.063  27.637  0.610
H  19.992  20.532  27.836  -0.324
H  23.724  19.882  29.413  0.576
H  24.154  22.187  29.727  0.337
H  21.313  18.511  29.784  0.236
H  22.563  18.263  28.360  0.240
H  20.809  18.459  28.012  -0.166
C  25.124  23.874  25.920  -0.935
N  26.135  23.206  26.789  0.479
C  26.525  21.960  26.483  -0.586
C  27.385  21.242  27.265  -0.789
C  27.807  21.813  28.467  1.458
C  27.396  23.148  28.739  -1.069
C  26.564  23.830  27.849  -1.180
C  28.682  21.077  29.403  0.953
C  29.715  21.710  29.976  -0.878
C  30.470  21.147  30.987  -1.138
N  30.189  19.878  31.302  0.963
C  29.205  19.145  30.709  -1.858
C  28.368  19.750  29.762  -0.254
C  30.929  19.193  32.405  -0.172
H  24.873  24.787  26.452  0.054
H  24.209  23.287  25.760  0.474
H  25.582  24.253  24.992  0.333
H  26.074  21.634  25.506  0.483
H  27.796  20.340  26.737  0.525
H  27.713  23.660  29.631  0.990
H  26.107  24.768  27.991  0.195
H  29.851  22.718  29.743  1.157
H  31.227  21.639  31.545  0.707
H  29.020  18.144  31.009  1.145
H  27.568  19.121  29.296  0.398
H  30.252  18.809  33.228  0.118
H  31.579  19.873  32.944  -0.370
H  31.505  18.392  31.923  0.228
C  29.997  26.947  27.042  -0.903
N  31.512  26.656  27.072  0.296
C  31.867  25.360  27.118  -0.381
C  33.189  25.029  26.977  -0.655
C  34.236  26.011  26.871  0.844
C  33.824  27.358  26.978  -0.738
C  32.425  27.634  27.022  -0.091
C  35.555  25.623  26.463  0.831
C  36.304  26.436  25.608  -0.659
C  37.562  26.099  25.262  -0.445
N  38.158  25.010  25.826  0.036
C  37.449  24.170  26.618  -0.267
C  36.145  24.357  26.837  -0.486
C  39.530  24.702  25.306  -0.840
H  29.554  26.098  27.485  -0.068
H  29.719  27.140  26.032  0.376
H  29.917  27.768  27.698  0.500
H  31.111  24.612  27.237  0.456
H  33.398  24.007  27.018  0.261
H  34.540  28.179  26.980  0.618
H  32.031  28.720  27.126  0.341
H  35.959  27.345  25.171  0.533
H  38.171  26.710  24.623  0.494
H  37.943  23.303  26.911  0.478
H  35.470  23.631  27.366  0.117
H  40.104  25.631  25.593  0.342
H  39.429  24.578  24.260  0.372
H  40.035  23.772  25.757  0.302
C  5.450  19.227  23.620  -0.771
N  6.938  19.340  23.737  0.035
C  7.746  18.347  24.134  -0.509
C  9.113  18.492  24.255  -0.607
C  9.717  19.651  23.764  1.057
C  8.884  20.694  23.393  -0.782
C  7.507  20.526  23.433  -0.158
C  11.173  19.820  24.018  1.050
C  11.706  21.027  24.405  -0.725
C  13.027  21.189  24.844  -0.431
N  13.781  20.032  25.001  0.139
C  13.322  18.843  24.567  -0.072
C  12.042  18.683  24.079  -0.828
C  15.151  20.034  25.625  -0.926
H  5.225  18.374  22.910  0.361
H  5.022  20.125  23.194  0.280
H  5.124  18.937  24.610  0.363
H  7.293  17.495  24.516  0.504
H  9.682  17.664  24.689  0.386
H  9.324  21.594  23.008  0.495
H  6.831  21.327  23.194  0.398
H  11.152  21.929  24.327  0.359
H  13.427  22.058  25.284  0.450
H  13.992  18.048  24.694  0.435
H  11.673  17.695  23.805  0.499
H  15.763  20.482  24.813  0.394
H  15.571  19.031  25.805  0.203
H  15.190  20.627  26.504  0.343
C  19.378  29.293  23.507  -1.137
C  19.950  28.675  24.718  -0.644
N  21.376  28.739  24.708  0.462
C  22.254  27.765  24.223  0.070
C  23.529  28.176  24.442  -0.979
N  23.442  29.430  25.064  0.234
C  22.144  29.783  25.188  -0.102
C  24.603  30.206  25.533  -0.656
H  18.230  29.275  23.389  0.359
H  19.906  28.950  22.583  0.292
H  19.619  30.346  23.546  0.368
H  19.771  27.602  24.845  0.297
H  19.636  29.145  25.661  0.423
H  21.839  26.824  23.854  0.161
H  24.432  27.669  24.136  0.471
H  21.645  30.687  25.532  0.461
H  25.133  29.568  26.198  0.102
H  24.187  31.098  26.060  0.302
H  25.123  30.498  24.645  0.339
C  26.079  12.179  38.597  -0.959
C  26.823  13.507  38.773  -0.553
N  27.710  13.727  37.686  0.174
C  28.905  13.082  37.464  -0.531
C  29.529  13.709  36.434  -0.312
N  28.694  14.696  35.999  0.241
C  27.577  14.704  36.782  -0.121
C  28.827  15.427  34.744  -0.335
H  26.771  11.416  38.271  0.347
H  25.177  12.275  37.915  0.266
H  25.777  11.980  39.612  0.357
H  27.384  13.481  39.676  0.407
H  26.128  14.321  38.801  0.287
H  29.352  12.349  38.133  0.426
H  30.467  13.536  35.945  0.548
H  26.713  15.394  36.792  0.376
H  27.847  15.641  34.307  0.005
H  29.338  14.804  33.967  -0.038
H  29.346  16.340  34.812  0.485
C  35.376  22.150  45.678  -0.976
C  35.394  20.987  44.745  -0.551
N  35.603  21.453  43.333  0.131
C  36.856  21.382  42.732  -0.464
C  36.621  21.618  41.415  -0.299
N  35.322  21.870  41.219  0.119
C  34.712  21.688  42.387  -0.130
C  34.604  22.182  39.950  -0.883
H  36.232  22.743  45.387  0.348
H  35.542  21.742  46.681  0.330
H  34.380  22.606  45.598  0.322
H  34.414  20.378  44.652  0.345
H  36.250  20.298  44.928  0.353
H  37.805  21.117  43.162  0.421
H  37.331  21.735  40.645  0.481
H  33.632  21.747  42.479  0.407
H  33.895  22.998  40.045  0.331
H  34.003  21.394  39.596  0.396
H  35.278  22.318  39.116  0.315
C  21.905  25.170  20.457  -0.917
C  20.598  24.577  20.998  -0.716
N  19.551  24.398  19.997  0.240
C  19.343  23.153  19.425  -0.243
C  18.388  23.272  18.473  -0.540
N  18.082  24.583  18.393  0.104
C  18.796  25.203  19.328  -0.013
C  17.126  25.247  17.535  -0.810
H  22.750  25.213  21.191  0.308
H  21.815  26.282  20.228  0.323
H  22.266  24.656  19.569  0.394
H  20.141  25.144  21.824  0.348
H  20.757  23.626  21.462  0.229
H  19.968  22.379  19.887  0.374
H  18.045  22.474  17.870  0.452
H  18.804  26.219  19.609  0.466
H  17.323  25.109  16.480  0.323
H  16.997  26.316  17.784  0.295
H  16.185  24.732  17.854  0.366
C  28.825  24.819  34.799  -0.862
C  27.419  25.405  34.701  -0.354
N  27.319  26.586  33.867  0.432
C  27.429  27.887  34.338  -0.505
C  27.657  28.708  33.293  -0.466
N  27.509  27.892  32.119  0.528
C  27.363  26.629  32.558  -1.066
C  27.790  28.282  30.698  -0.825
H  28.830  23.917  35.346  0.518
H  29.442  25.614  35.167  0.410
H  29.148  24.699  33.712  -0.029
H  27.035  25.711  35.707  0.386
H  26.665  24.658  34.290  0.039
H  27.372  28.168  35.396  0.465
H  27.834  29.794  33.332  0.492
H  27.072  25.791  31.964  0.967
H  26.852  28.470  30.211  0.247
H  28.245  27.476  30.193  0.187
H  28.341  29.176  30.677  0.391
C  39.608  21.763  36.002  -1.293
C  38.295  21.740  35.172  -0.081
N  37.575  23.063  35.233  0.267
C  38.083  24.213  35.721  -0.347
C  37.153  25.163  35.450  -0.682
N  36.057  24.574  34.807  0.257
C  36.426  23.289  34.633  -0.046
C  34.749  25.078  34.407  -0.803
H  40.028  20.799  36.256  0.372
H  39.389  22.337  36.949  0.281
H  40.515  22.296  35.586  0.341
H  37.555  21.036  35.623  0.324
H  38.537  21.576  34.150  0.301
H  39.069  24.280  36.103  0.550
H  37.043  26.200  35.705  0.471
H  35.835  22.456  34.136  -0.060
H  34.148  25.217  35.261  0.339
H  34.342  24.214  33.916  0.108
H  34.831  26.029  33.948  0.503
Br  25.918  27.396  27.504  -0.644
Br  33.735  21.166  33.707  -0.732
Br  25.416  26.308  18.513  -0.686
Br  33.481  21.835  28.258  -0.542
Br  26.553  17.541  26.625  -0.781
Br  21.269  24.654  24.797  -0.566
Br  18.599  19.006  26.654  -0.779
C  29.162  12.694  31.629  0.248
F  28.395  12.157  30.614  -0.235
F  28.431  13.175  32.630  -0.131
F  29.911  11.686  32.093  -0.217
S  30.198  14.047  30.987  1.413
O  29.266  14.833  30.271  -0.495
O  30.721  14.619  32.248  -0.752
O  31.191  13.422  30.141  -0.695
C  25.101  21.580  33.111  0.438
F  23.836  21.815  32.605  -0.225
F  25.173  22.035  34.342  -0.194
F  25.317  20.297  33.077  -0.141
S  26.284  22.440  31.954  0.888
O  25.839  23.850  31.863  -0.590
O  27.593  22.202  32.483  -0.588
O  26.103  21.693  30.732  -0.514
C  32.421  25.688  31.551  0.042
F  32.903  26.612  32.385  -0.230
F  33.351  25.439  30.583  -0.167
F  32.143  24.578  32.211  -0.181
S  30.863  26.325  30.899  1.069
O  30.211  26.780  32.133  -0.576
O  31.452  27.389  30.085  -0.711
O  30.131  25.293  30.111  -0.047
C  25.505  16.730  32.151  0.288
F  25.891  15.551  31.594  -0.160
F  26.052  16.641  33.372  -0.343
F  26.058  17.778  31.539  -0.053
S  23.724  16.853  32.212  1.067
O  23.437  17.539  30.976  -0.446
O  23.248  15.490  32.133  -0.829
O  23.550  17.584  33.422  -0.651